# C2H6N2O3

A single C2H6N2O3 molecule at a distorted geometry (ωB97M-V/def2-TZVPD, the Open Molecules 2025 dataset).

Positions of all 13 atoms, in Å:
C -0.32890 -1.18394 -1.48710
N -0.40792 -0.87057 -0.07728
O -1.30073 0.33027 0.20421
N -0.44261 1.37476 0.34222
C 0.76950 1.09056 0.99692
O 1.76884 1.69562 0.70570
O 0.59210 0.44329 2.16996
H 0.07890 -0.31401 -2.00869
H -1.30508 -1.42856 -1.93453
H 0.34368 -2.03608 -1.59348
H -0.80765 -1.62201 0.47433
H -0.33674 1.93935 -0.49773
H 1.37663 0.58132 2.70548

For the HOMO-LUMO gap, the calculation gives 10.53 eV. Its SMILES is CNONC(=O)O. The value obtained for the energy relative to the best compared isomer or geometry (same formula, charge and spin) is 4.371 eV. The calculation puts the LUMO energy at 0.8 eV. The net charge is 0.